1.
This record from the OMol25 dataset describes a cluster of 8 separate species, C80H48O16 in total. The level of theory is ωB97M-V with the def2-TZVPD basis set.

Element x y z (Å)
O: 0.8358 0.2125 -5.5330
C: 1.9713 -0.2239 -5.3582
C: 2.3068 -0.9985 -4.1275
C: 1.3165 -1.3533 -3.2536
C: 1.6424 -2.1316 -2.1450
C: 2.8722 -2.6565 -1.9857
C: 3.8839 -2.1820 -2.7882
C: 3.6265 -1.4272 -3.8514
C: 4.7499 -0.9476 -4.7448
O: 5.9280 -1.2505 -4.5231
C: 4.4536 -0.0981 -5.8647
C: 5.4631 0.4004 -6.5997
C: 5.1624 1.2640 -7.6445
C: 3.8798 1.5214 -8.0124
C: 2.8218 0.9279 -7.3414
C: 3.1098 0.1574 -6.2182
H: 0.3499 -0.8923 -3.3000
H: 0.9507 -2.5144 -1.4794
H: 3.0100 -3.2688 -1.0934
H: 4.8783 -2.5406 -2.7066
H: 6.4638 0.1693 -6.2535
H: 5.9609 1.7740 -8.1445
H: 3.6392 2.1858 -8.7663
H: 1.7674 1.0027 -7.5679
O: 1.5204 -0.1857 2.3804
C: 0.4428 -0.2212 1.8667
C: -0.4477 0.9581 2.0251
C: 0.0767 2.1124 2.5178
C: -0.6678 3.2735 2.6759
C: -1.9871 3.2056 2.3338
C: -2.5698 2.0485 1.7632
C: -1.7517 0.9368 1.5624
C: -2.2924 -0.3159 0.9648
O: -3.4509 -0.3227 0.5036
C: -1.4345 -1.5066 0.8697
C: -1.9755 -2.6698 0.3077
C: -1.1891 -3.8133 0.3272
C: 0.1629 -3.7589 0.7486
C: 0.7505 -2.5202 1.1620
C: -0.1174 -1.4274 1.2780
H: 1.1337 2.0857 2.8271
H: -0.1827 4.1775 2.9640
H: -2.6701 3.9603 2.6047
H: -3.6323 1.9804 1.6415
H: -2.9790 -2.7265 -0.1319
H: -1.6080 -4.7482 -0.0932
H: 0.7822 -4.6339 0.7252
H: 1.8297 -2.4129 1.3708
O: 6.1789 1.3607 1.6531
C: 6.4954 0.4017 0.9971
C: 5.8955 -0.9064 1.1935
C: 5.0782 -1.1316 2.3138
C: 4.5883 -2.3591 2.6078
C: 4.8449 -3.3699 1.6967
C: 5.7148 -3.1884 0.6627
C: 6.3021 -1.9863 0.3829
C: 7.1812 -1.8494 -0.7752
O: 7.4554 -2.8530 -1.4108
C: 7.7016 -0.4772 -1.0096
C: 8.4791 -0.2109 -2.1336
C: 8.9769 1.0350 -2.3516
C: 8.8261 2.0293 -1.3904
C: 7.9276 1.7935 -0.3758
C: 7.3887 0.5264 -0.1605
H: 4.8208 -0.2684 2.9391
H: 3.9668 -2.4109 3.4770
H: 4.4416 -4.3364 2.0423
H: 6.0615 -3.9410 -0.0723
H: 8.7991 -1.0123 -2.8970
H: 9.6174 1.2579 -3.1851
H: 9.2141 3.0226 -1.5494
H: 7.6627 2.5989 0.3253
O: -6.3668 -2.3732 -1.3968
C: -5.4673 -1.7305 -1.8633
C: -5.4987 -0.2617 -1.8006
C: -6.5502 0.3195 -1.1437
C: -6.5299 1.6864 -0.7563
C: -5.3943 2.4206 -1.0703
C: -4.3721 1.9103 -1.8111
C: -4.4242 0.5562 -2.1633
C: -3.1744 -0.1032 -2.6994
O: -2.2168 0.5185 -3.0286
C: -3.3293 -1.6113 -2.8932
C: -2.2627 -2.2170 -3.5845
C: -2.1778 -3.5941 -3.7255
C: -3.1295 -4.3996 -3.0827
C: -4.1911 -3.7853 -2.4129
C: -4.2621 -2.4093 -2.3467
H: -7.3388 -0.3105 -0.8638
H: -7.3378 2.1422 -0.2574
H: -5.4036 3.3973 -0.7958
H: -3.4766 2.3920 -2.0993
H: -1.4737 -1.6247 -3.9819
H: -1.3510 -4.1034 -4.1603
H: -3.1801 -5.4829 -3.0999
H: -5.0252 -4.3942 -1.9739
O: 0.7867 0.6915 -0.8180
C: 1.6830 1.4116 -1.2614
C: 2.9227 1.7083 -0.4825
C: 4.0382 2.1396 -1.1068
C: 4.0937 2.5043 -2.4898
O: 5.1673 2.8095 -2.9961
C: 2.7907 2.5265 -3.2560
C: 1.7272 2.0039 -2.6679
H: 2.9050 1.3840 0.6356
H: 5.0129 2.0077 -0.6123
H: 2.6688 2.9306 -4.2407
H: 0.8725 1.8610 -3.2952
O: -2.7350 -1.3746 5.4360
C: -3.4778 -0.4015 5.3621
C: -3.7653 0.4735 6.5804
C: -4.7639 1.2873 6.6521
C: -5.5935 1.6001 5.4975
O: -6.6041 2.3456 5.6007
C: -5.2066 0.9471 4.2691
C: -4.1858 0.0897 4.2147
H: -2.9703 0.3782 7.3759
H: -4.9592 1.8989 7.5151
H: -5.7846 1.2285 3.3267
H: -3.8223 -0.3823 3.3842
O: -2.0911 6.7962 2.3878
C: -2.4947 6.5482 3.5224
C: -1.5366 6.7999 4.6519
C: -1.7826 6.2495 5.8947
C: -3.0827 5.5614 6.1887
O: -3.2793 4.9470 7.2054
C: -4.1435 5.6424 5.0810
C: -3.8115 6.0077 3.8223
H: -0.6491 7.4403 4.3573
H: -1.0295 6.4700 6.6238
H: -5.1120 5.3726 5.4126
H: -4.5556 5.9843 3.0074
O: -7.4176 -2.3315 3.6949
C: -6.5043 -2.9960 3.2317
C: -6.5482 -3.6381 1.9562
C: -5.6052 -4.4905 1.5010
C: -4.4735 -4.9394 2.3483
O: -3.6454 -5.7337 2.0363
C: -4.3747 -4.2468 3.6179
C: -5.2768 -3.2975 3.9680
H: -7.4146 -3.4094 1.3354
H: -5.7440 -4.9165 0.4989
H: -3.5335 -4.3723 4.2732
H: -5.1662 -2.7892 4.8991

The maximum force comes out at 4.59 eV/Å. As for the LUMO energy: -1.9 eV. For the HOMO-LUMO gap, the calculation gives 7.66 eV. Its structure (SMILES) is O=C1c2ccccc2C(=O)c2ccccc21.O=C1c2ccccc2C(=O)c2ccccc21.O=C1c2ccccc2C(=O)c2ccccc21.O=C1c2ccccc2C(=O)c2ccccc21.O=C1C=CC(=O)C=C1.O=C1C=CC(=O)C=C1.O=C1C=CC(=O)C=C1.O=C1C=CC(=O)C=C1.

***

2.
This record from the OMol25 dataset describes a cluster of 2 separate species, C15H24ClFN2OP in total. The level of theory is ωB97M-V with the def2-TZVPD basis set.

Element x y z (Å)
O: -1.5575 -1.7670 2.6330
P: -0.5692 -1.1409 1.5166
Cl: -1.2797 -1.6661 -0.3234
C: -0.9771 0.6974 1.5711
N: -0.0790 1.4210 1.0352
C: -0.2714 2.8661 1.1744
C: -1.7491 2.9222 1.5051
C: -2.0962 1.5424 2.1831
F: -1.9408 1.6977 3.5333
C: -3.5286 1.2205 1.7799
C: -3.9038 -0.0329 1.3227
C: -5.2410 -0.2308 0.9856
C: -6.1249 0.8215 1.1425
C: -5.6308 2.0299 1.6343
N: -4.3614 2.2442 1.9416
H: -2.1395 -1.1025 3.0280
H: 0.7531 1.0539 0.5763
H: 0.0959 3.4966 0.3792
H: 0.2820 3.1333 2.0788
H: -2.1258 3.8035 1.9971
H: -2.2483 2.8576 0.5375
H: -3.2382 -0.8686 1.2132
H: -5.6007 -1.1825 0.6297
H: -7.1724 0.7282 0.9200
H: -6.3143 2.8517 1.7810
C: 1.8933 -3.3346 -1.9631
C: 2.9976 -2.7349 -1.0909
C: 2.8029 -1.2456 -0.8104
C: 2.8179 -0.3402 -2.0449
C: 4.0939 -0.4155 -2.8804
C: 5.3427 0.0251 -2.1220
H: 1.8582 -2.8680 -2.9483
H: 2.0610 -4.4009 -2.1126
H: 0.9159 -3.2110 -1.4903
H: 3.9708 -2.9074 -1.5548
H: 3.0191 -3.2661 -0.1361
H: 3.5686 -0.9105 -0.1044
H: 1.8404 -1.1234 -0.3001
H: 2.6715 0.6989 -1.7204
H: 1.9615 -0.5776 -2.6827
H: 3.9687 0.2247 -3.7565
H: 4.2330 -1.4294 -3.2625
H: 5.2414 1.0536 -1.7687
H: 6.2198 -0.0204 -2.7668
H: 5.5402 -0.6132 -1.2595

The maximum force comes out at 3.05 eV/Å. Its net charge is +1. As for the LUMO energy: -5.2 eV. For the HOMO-LUMO gap, the calculation gives 8.14 eV. The energy above the lowest of the compared OMol25 structures with the same formula, charge and spin comes out at 0.0 kcal/mol.

***

3.
This record from the OMol25 dataset describes a cluster of 2 separate species, CH5N2O2 in total. The level of theory is ωB97M-V with the def2-TZVPD basis set.

Element x y z (Å)
C: -0.1302 -0.7177 -0.6131
N: -1.1122 -1.1501 0.0275
N: 0.6123 1.1129 0.6730
O: 1.0156 -0.9958 -1.1773
O: 0.1386 0.0395 -1.6430
H: -1.9761 -0.7379 -0.1124
H: -1.0644 -1.9543 0.6391
H: 0.2852 1.9557 0.2623
H: 1.5621 1.1563 0.3004
H: 0.6692 1.2914 1.6434

Its expectation value of S² is 2.0230. The maximum force comes out at 17.25 eV/Å. Its net charge is +1. As for the LUMO energy (spin up / spin down): -4.2 / -7.9 eV. Its spin multiplicity is 3. For the HOMO-LUMO gap (spin up / spin down), the calculation gives 9.10 / 8.10 eV. The energy above the lowest of the compared OMol25 structures with the same formula, charge and spin comes out at 45.8 kcal/mol.

***

4.
This record from the OMol25 dataset describes the ion C8H10NS with charge +1. The level of theory is ωB97M-V with the def2-TZVPD basis set.

Element x y z (Å)
C: 2.4806 0.9510 0.5590
C: 1.7590 1.4545 1.6400
C: 1.9558 -0.0762 -0.1798
C: 0.4479 0.9807 1.8909
C: -2.1376 -1.1831 -1.4482
C: 0.7279 -0.6424 0.1068
C: -1.1174 -0.9716 1.5264
C: -0.0379 -0.1260 1.1836
N: -1.4536 0.0466 -1.7799
S: -2.1756 -1.7147 0.4634
H: 3.3991 1.3401 0.4617
H: 2.2594 2.2881 2.2018
H: 2.6791 -0.5069 -0.9845
H: -0.2974 1.3725 2.6925
H: -3.2442 -1.2888 -1.4552
H: -1.6222 -1.9988 -2.0885
H: 0.4705 -1.4594 -0.4293
H: -1.4149 -1.2870 2.4620
H: -0.4660 -0.0487 -2.0508
H: -1.6120 0.8349 -1.2084

The maximum force comes out at 3.99 eV/Å. Its net charge is +1. As for the LUMO energy: -5.7 eV. For the HOMO-LUMO gap, the calculation gives 7.81 eV. The energy above the lowest of the compared OMol25 structures with the same formula, charge and spin comes out at 40.2 kcal/mol.

***

5.
This record from the OMol25 dataset describes an isolated molecule of C17H18N2O3S2. The level of theory is ωB97M-V with the def2-TZVPD basis set.

Element x y z (Å)
C: -1.8494 1.6900 -2.9669
C: -1.8435 0.4027 -2.1472
N: -0.8017 0.3534 -1.1477
C: -1.0185 0.9017 0.1718
C: -1.3274 2.3780 0.1772
C: -0.3498 3.2902 -0.2042
C: -0.6328 4.6439 -0.2283
C: -1.8909 5.0997 0.1318
C: -2.8664 4.1964 0.5162
C: -2.5858 2.8404 0.5369
S: 0.7470 -0.0080 -1.5897
O: 1.6698 0.9814 -1.1064
O: 0.7468 -0.3326 -2.9832
C: 1.0353 -1.5054 -0.6429
C: 0.3101 -2.6455 -0.9386
C: 0.5199 -3.7896 -0.1928
C: 1.4547 -3.7963 0.8369
C: 2.2060 -2.6479 1.1166
C: 1.9736 -1.4981 0.3673
N: 3.2145 -2.6452 2.0747
C: 3.3991 -3.5239 3.0984
O: 4.3740 -3.4780 3.8090
C: 2.2661 -4.5051 3.3092
S: 1.7279 -5.2742 1.7529
H: -2.6055 1.6242 -3.7455
H: -2.0611 2.5531 -2.3418
H: -0.8756 1.8200 -3.4314
H: -2.8031 0.2613 -1.6408
H: -1.6678 -0.4405 -2.8187
H: -1.8327 0.3450 0.6545
H: -0.0939 0.7164 0.7240
H: 0.6242 2.9238 -0.4915
H: 0.1304 5.3466 -0.5278
H: -2.1107 6.1569 0.1130
H: -3.8486 4.5465 0.7984
H: -3.3509 2.1374 0.8363
H: -0.3989 -2.6262 -1.7492
H: -0.0274 -4.6956 -0.4003
H: 2.5372 -0.5954 0.5470
H: 3.9047 -1.9078 2.0005
H: 2.5913 -5.3044 3.9722
H: 1.4094 -3.9890 3.7498

The maximum force comes out at 1.08 eV/Å. As for the LUMO energy: 0.3 eV. For the HOMO-LUMO gap, the calculation gives 8.98 eV. The energy above the lowest of the compared OMol25 structures with the same formula, charge and spin comes out at 13.2 kcal/mol. Its structure (SMILES) is CCN(Cc1ccccc1)S(=O)(=O)c1ccc2c(c1)NC(=O)CS2.

***

6.
This record from the OMol25 dataset describes a cluster of 2 separate species, C11H29NO4S2Si in total. The level of theory is ωB97M-V with the def2-TZVPD basis set.

Element x y z (Å)
C: 0.1803 -2.0060 -3.1940
Si: 1.7676 -2.1251 -2.2315
C: 2.9649 -3.2728 -3.0917
C: 1.3768 -2.8304 -0.5312
O: 2.3586 -0.5715 -2.1714
C: 3.6724 -0.2815 -1.7238
C: 3.8092 -0.4738 -0.2183
O: 4.8277 0.4028 0.2946
S: 4.2710 1.5998 1.2216
O: 5.3924 2.4700 1.4080
O: 3.3378 2.3372 0.0328
S: 1.6851 2.3035 0.2817
H: 0.3079 -1.4162 -4.1017
H: -0.1787 -3.0024 -3.4562
H: -0.5812 -1.5169 -2.5825
H: 3.6979 -3.7265 -2.4238
H: 2.3683 -4.0910 -3.5056
H: 3.4874 -2.8064 -3.9283
H: 2.1146 -3.5746 -0.2282
H: 0.4101 -3.3355 -0.5857
H: 1.3115 -2.0661 0.2438
H: 3.8777 0.7662 -1.9395
H: 4.4151 -0.8760 -2.2654
H: 2.8408 -0.2645 0.2437
H: 4.0912 -1.4880 0.0639
H: 1.3709 1.5182 -0.7627
C: -1.0715 0.6512 3.0721
C: -2.2555 1.5488 2.7550
N: -2.4022 1.7943 1.3280
C: -3.3435 2.8579 1.0200
C: -4.8199 2.6446 1.3753
C: -2.4866 0.6090 0.4894
C: -3.6124 -0.3950 0.7714
H: -0.1634 1.0760 2.6437
H: -0.9367 0.5665 4.1510
H: -1.2037 -0.3587 2.6826
H: -2.0972 2.5217 3.2281
H: -3.1614 1.1260 3.2178
H: -3.2602 3.0773 -0.0481
H: -2.9900 3.7546 1.5378
H: -5.3126 1.9553 0.6907
H: -5.3503 3.5966 1.3155
H: -4.9426 2.2643 2.3900
H: -1.5329 0.0796 0.5595
H: -2.5530 0.9506 -0.5471
H: -3.7258 -0.5826 1.8402
H: -3.3822 -1.3496 0.2944
H: -4.5734 -0.0610 0.3836

The maximum force comes out at 0.37 eV/Å. As for the LUMO energy: 0.5 eV. For the HOMO-LUMO gap, the calculation gives 8.84 eV.